C30H66N18O39 | ωB97M-V/def2-TZVPD

Computed properties:
LUMO energy ... -1.583 eV
Total charge ... 0
Orbital gap ... 7.836 eV
HOMO ... -9.42 eV
Electronic energy ... -5100.6471 hartree

Atoms and positions in Å:
O 6.4143 1.1989 0.1929
O -0.1338 7.6648 7.4236
H 1.6064 -4.3564 -3.4834
O 2.2476 -12.3526 -0.1225
H 4.1634 11.8255 2.4676
C 2.4855 -4.2814 -2.7492
O -11.4807 2.4938 4.1230
O 0.5613 -3.3167 -7.0911
C -3.6087 4.8477 -3.8832
H 7.7245 0.3209 2.7509
O 0.2602 -1.6161 -2.5724
H -3.3037 1.5668 -6.4340
O -4.3694 -1.1158 -1.7722
H 2.3796 -10.1783 1.9503
H 7.0401 -11.1107 1.8178
H 0.0688 -5.4367 -0.8499
H -7.1635 2.7428 -6.9749
C 3.0975 11.8493 2.6906
H -3.6639 -1.7542 -4.1894
O -1.4481 2.8910 -5.1877
N 2.8235 10.9244 3.8218
H -6.9916 3.5256 -8.5858
C 0.8895 4.9434 5.2589
H -3.3694 -3.1323 -3.0692
C 1.9799 -4.3305 -1.2133
N -8.3965 4.0138 -3.9822
O -0.3925 1.0992 -5.8399
N -4.9513 -1.8681 -2.5447
O -0.6436 -1.6673 -7.8492
H -0.1970 -4.0457 -2.0312
H -2.7776 5.5127 -4.1173
C -9.4252 1.7631 3.3541
H -1.0618 -2.8551 -5.1176
H 1.5426 0.7620 -1.5538
H 7.2814 2.0553 2.9399
H -8.5612 2.1982 2.8553
H 3.0353 -3.2810 -2.8928
H 2.8013 -7.5101 2.8540
H 0.9647 4.9871 6.3455
O 3.3329 -7.5390 -3.4823
O -7.4663 0.8542 1.2481
C -7.3591 2.6549 -8.0429
N -10.4420 2.8264 3.5686
C 0.0034 0.9529 0.0545
H 3.5080 6.2187 9.3193
H 2.5062 -9.3920 0.3357
C -4.1230 -2.5353 -3.5833
O -7.2649 0.5663 -9.0471
O 4.6260 -6.0738 -4.4471
H -7.9807 2.1633 -3.0637
H 1.0086 5.9353 4.8248
O 3.8810 -5.5443 0.8534
C 0.3904 2.4913 0.4413
H -4.5804 1.2720 0.5052
O -4.9600 4.0699 -5.6004
C 7.5092 1.2563 2.2343
C 3.3861 -1.8073 2.3446
H 2.8147 -1.9110 1.4220
O 6.7447 -8.1519 2.2631
O -5.1155 6.1689 -5.0371
O -8.8776 5.1291 -3.8471
O 2.8006 4.5652 4.0017
N 6.2996 1.0384 1.3980
H 5.6726 -8.6484 -3.2976
H -5.1044 -0.2869 -0.2301
N 0.9702 8.0980 7.1102
O 2.2483 -3.5494 3.3568
H -0.4168 3.0088 1.0748
H 7.7910 -10.7275 3.4084
O 5.4505 -9.6177 3.2270
H -3.2862 3.8079 -3.8998
H 4.4221 -1.5514 2.1292
O 5.2734 0.7123 1.9835
H 4.4071 -8.1176 2.3137
O -5.3960 1.4831 -8.4027
C 2.1590 -10.2666 0.8863
O 3.7742 10.3195 4.2959
N 6.4817 -9.2792 2.6590
H 3.7219 1.9644 2.7375
N -0.1813 -2.3558 -6.9484
O 2.9686 -7.4323 0.2620
H 4.9230 -9.0339 -4.8879
H -9.4880 2.9741 -2.5309
H -1.3133 -1.9730 1.9011
N -4.6482 5.0442 -4.9278
N 3.5198 -6.6909 1.0686
H 0.4319 9.3070 5.4906
H -5.2497 -0.0294 1.5405
H 4.7068 5.4408 8.2367
H -4.7665 -3.1683 -4.1929
O 6.4141 5.7110 9.9032
H -2.3508 2.5522 -7.5999
C 2.7485 2.1727 2.1601
H 0.5515 10.1475 7.0771
H 8.3567 -9.8975 1.9230
N 2.9030 -11.4457 0.3706
C 3.7678 -7.2425 2.4261
H -1.2113 -1.1294 -5.5796
H 2.0373 9.6688 6.1970
O -10.1682 3.9528 3.1769
O -2.1876 0.7374 1.3462
H -7.8877 3.6004 -1.9969
H 0.3668 -1.7654 -5.0179
H 6.2386 -7.8200 -4.7839
H 3.2803 -5.1202 -2.9369
C 4.4652 6.3342 8.8113
H -0.0535 4.4960 4.9446
H 1.0932 -10.4250 0.7256
C 0.3482 -4.3233 -1.0604
H 8.3381 1.5386 1.5864
C -0.5528 -1.9958 -5.5547
C -8.4410 3.1142 -2.7997
N 3.3505 -3.1195 3.0440
C -0.2423 -2.1892 -0.1085
H 2.7904 12.8480 3.0010
N -1.3078 1.9082 -5.9038
N -6.6479 1.0022 0.3493
O 5.3763 7.4997 10.5889
O 1.9921 2.9130 5.1685
O -7.8813 3.5737 -5.0024
N -6.6130 1.4684 -8.5396
C 7.5006 -10.3373 2.4330
H 2.9365 -1.0685 3.0082
O 4.1230 -11.4200 0.4789
N 4.3626 -7.2014 -4.0495
H -4.0572 5.0973 -2.9215
O -0.0414 -3.5755 0.1216
H 4.4700 7.2165 8.1719
O 2.0471 7.5465 7.3209
N 5.5062 6.5301 9.8545
H 2.5164 11.5040 1.8356
C -5.2874 0.4444 0.5604
C -0.9368 -1.4660 0.9472
H -2.0958 0.7798 -7.5014
C 5.3824 -8.2596 -4.2737
H 4.2594 -6.4811 3.0307
N 1.9862 4.0687 4.7678
O -6.1473 -2.1162 -2.5356
C 1.7118 2.3708 1.3845
H 2.4912 -3.5162 -0.5788
H -9.1486 1.3708 4.3327
H 2.3577 -5.3428 -0.7811
O 1.6607 10.8369 4.1960
O -6.8477 1.5714 -0.7152
O 4.4213 -3.6730 3.2557
C -1.1783 0.1407 0.8333
H -8.4218 2.5053 -8.2288
H -9.8811 0.9927 2.7328
C 0.7033 0.2219 -0.9886
C 0.2389 -1.3021 -1.3422
H 0.6970 3.0863 -0.4993
C 1.0026 9.4108 6.4121
C -2.3471 1.6819 -6.9439